Entry w
16
Properties=species:S:1:pos:R:3 method="wB97M-V/def2-TZVPD" homo_energy_ha=-0.2862 smiles="C/C=C/CO.O" homo_lumo_gap_ev=8.19
H -0.222 -0.523 2.138
H 3.103 -2.375 -0.857
O -0.816 -1.639 0.455
H -1.204 3.051 -1.195
H -1.413 2.167 0.727
C -1.359 1.967 -1.294
H 1.201 0.677 0.100
H -0.745 1.647 -2.137
C 0.126 0.580 0.306
H 1.022 -1.198 1.205
C 0.050 -0.736 1.089
H -2.416 1.735 -1.365
H -1.707 -1.280 0.492
C -0.877 1.454 0.085
H 2.338 -3.147 0.162
O 2.919 -2.381 0.088


Entry x
16
Properties=species:S:1:pos:R:3 method="wB97M-V/def2-TZVPD" homo_energy_ha=-0.3241 homo_lumo_gap_ev=9.26
C -0.286 1.562 -0.545
H -1.674 -0.539 0.484
H 0.581 -1.786 -1.168
H -1.335 1.575 -0.909
O 1.519 0.118 0.501
H -0.747 0.542 1.653
H 1.109 -0.886 1.334
H 1.059 -0.379 -2.123
H -0.668 -0.757 -1.913
H 0.210 -1.338 2.723
O 0.160 -1.464 1.752
C -0.702 -0.207 0.870
C 0.322 0.137 -0.156
H 0.342 1.891 -1.365
H -0.200 2.286 0.276
C 0.310 -0.754 -1.415


Entry y
16
Properties=species:S:1:pos:R:3 method="wB97M-V/def2-TZVPD" homo_energy_ha=-0.3507 smiles="CC=O.CCO" homo_lumo_gap_ev=10.37
H -0.120 -1.456 3.047
H 0.913 -0.570 -1.988
H -0.409 0.871 1.575
H -1.709 -0.676 3.034
C 0.993 1.554 -1.531
O 1.623 2.530 -1.865
C -0.930 -1.099 2.405
H 0.720 -0.484 1.218
H -1.667 -0.961 0.234
C -0.319 -0.190 1.368
H 0.286 1.656 -0.699
H -1.295 -2.016 1.947
H 1.838 0.415 -3.056
H 0.107 0.413 -3.238
C 0.898 0.395 -2.496
O -0.929 -0.382 0.047


Entry z
16
Properties=species:S:1:pos:R:3 method="wB97M-V/def2-TZVPD" homo_energy_ha=-0.3747 smiles=OCCCCO homo_lumo_gap_ev=11.04
O 1.976 0.413 0.380
O -1.273 -2.491 -0.657
H -0.900 1.824 0.945
H -1.282 -2.278 -1.580
H 1.387 2.319 0.725
H 2.618 0.396 -0.317
H -2.054 -0.050 0.064
C 1.023 1.451 0.146
H -0.008 0.375 1.532
H 0.571 -1.696 -0.352
C -1.038 -0.096 -0.293
H 0.998 1.731 -0.910
C -0.340 0.935 0.651
H -0.412 -1.628 1.031
H -0.831 0.262 -1.317
C -0.436 -1.467 -0.048


Stability order, top to bottom: entry z, entry y, entry x, entry w


Entry w
16
Properties=species:S:1:pos:R:3 method="wB97M-V/def2-TZVPD" homo_energy_ha=-0.3819 smiles=C[C@H](O)CCO homo_lumo_gap_ev=11.30
H 1.397 0.641 1.235
H 0.248 0.589 -2.609
C 0.499 0.794 -0.484
H -0.293 -0.431 1.887
O -1.827 -1.638 1.271
C 0.978 0.999 -1.910
H 0.298 -1.356 -0.435
H 1.885 0.432 -2.072
H 1.087 2.049 -2.127
O 1.692 0.841 0.343
H -1.756 -2.216 0.509
C -0.303 -0.467 -0.236
H -1.644 0.424 1.160
H -0.122 1.639 -0.184
C -1.040 -0.490 1.081
H -1.028 -0.473 -1.063


Entry x
16
Properties=species:S:1:pos:R:3 method="wB97M-V/def2-TZVPD" homo_energy_ha=-0.3702 smiles=COC(C)OC homo_lumo_gap_ev=11.12
H -0.497 0.561 2.734
C -0.353 -0.384 -0.418
H -2.421 -0.090 -0.645
H 2.839 -0.175 -1.069
O 0.851 0.192 -0.820
H -0.399 -1.440 -0.704
H -1.473 1.281 1.456
H -1.483 1.449 -0.940
C 1.982 -0.535 -0.456
H 1.840 -1.686 -0.561
C -1.522 0.341 -1.082
H 0.319 1.433 1.433
H 2.283 -0.382 0.663
C -0.513 0.775 1.683
H -1.494 0.049 -2.157
O -0.486 -0.464 0.999


Entry y
16
Properties=species:S:1:pos:R:3 method="wB97M-V/def2-TZVPD" homo_energy_ha=-0.4073 smiles="O=CO.CCC" homo_lumo_gap_ev=11.89
C -0.042 0.116 -2.249
H -1.863 -0.653 -1.556
C -0.934 -0.309 -1.095
O 0.397 1.517 3.502
H 0.609 -0.889 0.174
H -1.246 0.549 -0.490
C -0.304 -1.367 -0.202
H -0.653 0.561 -3.025
C 0.764 0.921 2.345
H 0.413 -0.740 -2.765
H 1.049 2.209 3.706
H 0.356 -0.078 2.290
H 0.089 -2.195 -0.803
O 1.416 1.463 1.502
H 0.801 0.729 -1.943
H -0.852 -1.834 0.610


Stability order, top to bottom: entry y, entry w, entry x


Entry w
15
Properties=species:S:1:pos:R:3 method="wB97M-V/def2-TZVPD" total_charge=-1 homo_energy_ha=-0.1438 homo_lumo_gap_ev=7.01
H -1.601 0.014 -1.532
H 0.167 -0.344 0.591
H -0.367 0.400 2.095
H -2.211 -1.133 -0.283
O 3.455 -1.912 -1.565
H 4.698 -0.897 -0.326
C 3.722 -1.483 -0.425
H -3.262 0.196 -0.954
H 0.342 1.330 0.686
O 3.097 -1.544 0.652
H -1.648 2.069 -0.348
N -2.152 2.046 0.649
C -1.662 0.818 0.397
C -2.254 -0.097 -0.647
C -0.325 0.538 1.010


Entry x
15
Properties=species:S:1:pos:R:3 method="wB97M-V/def2-TZVPD" total_charge=-1 homo_energy_ha=-0.1398 smiles="CC[C@@H](N)C(=O)[O-]" homo_lumo_gap_ev=7.85
H -0.158 -1.632 1.430
H -1.334 0.334 -0.649
H 0.573 0.403 -1.943
O -0.654 1.462 1.793
H 1.694 -0.652 -1.196
C -0.433 -0.070 -0.122
H -1.645 -1.056 1.217
H -1.008 -1.717 -2.280
H 0.634 -2.072 -2.818
C 0.021 -1.761 -1.951
H -0.024 -2.469 -1.196
C 0.630 -0.484 -1.241
C 0.141 1.078 0.759
O 1.205 1.674 0.389
N -0.756 -1.259 0.758


Stability order, top to bottom: entry x, entry w


Entry w
13
Properties=species:S:1:pos:R:3 method="wB97M-V/def2-TZVPD" homo_energy_ha=-0.3642 smiles="C=C[C@@H](Br)OC" homo_lumo_gap_ev=10.86
C 1.378 0.464 0.224
O -0.459 -0.036 -0.949
H -1.851 -1.460 -1.582
H 1.928 1.136 -0.447
H -1.850 -0.850 -0.028
Br -0.621 2.498 0.429
C 2.008 -0.356 1.038
H 3.091 -0.598 0.952
C -1.780 -0.592 -1.022
C -0.099 0.574 0.178
H 1.403 -1.065 1.706
H -0.609 0.042 0.957
H -2.539 0.241 -1.457


Entry x
13
Properties=species:S:1:pos:R:3 method="wB97M-V/def2-TZVPD" homo_energy_ha=-0.3411 smiles="C[C@@H](O)/C=C/Br" homo_lumo_gap_ev=10.03
H 1.692 1.595 -0.772
H 1.445 -1.457 -0.655
Br -3.967 1.186 -0.025
C 0.291 0.425 0.125
C -2.251 0.720 -0.431
H -1.447 1.641 1.219
O 0.769 1.218 -0.991
H -2.187 0.282 -1.454
H 0.406 -1.620 0.698
C 0.488 -1.034 -0.194
H -0.338 -1.424 -0.859
H 0.732 0.585 1.025
C -1.253 0.943 0.359


Stability order, top to bottom: entry x, entry w


Entry w
17
Properties=species:S:1:pos:R:3 method="wB97M-V/def2-TZVPD" total_charge=+1 homo_energy_ha=-0.4201 homo_lumo_gap_ev=7.53
H 1.501 -0.627 -0.438
H -0.720 -1.717 2.067
C -1.344 -1.463 1.121
H -0.705 -3.220 0.110
H 1.095 0.832 -2.404
H -1.494 -0.268 -1.341
S -0.620 -1.477 -1.528
C -1.114 0.003 1.123
H 1.957 1.700 -1.063
H -1.660 0.317 1.944
H -2.431 -1.703 1.424
C -0.836 -2.150 -0.091
H 0.218 1.570 0.840
H 0.291 1.876 -1.237
N 1.078 1.220 -1.428
C -0.060 0.566 0.530
C 0.753 0.068 -0.535


Entry x
17
Properties=species:S:1:pos:R:3 method="wB97M-V/def2-TZVPD" total_charge=+1 homo_energy_ha="-0.5131 / -0.5094" homo_lumo_gap_ev="7.80 / 7.78"
C -0.790 0.374 1.367
C 1.295 0.449 0.124
C -0.412 -0.896 -2.060
H -0.211 -3.113 -2.529
H 1.051 0.498 2.311
H -0.821 2.281 0.024
N 0.270 0.785 -0.810
S -0.136 -2.371 -1.530
H 2.063 -0.209 -0.313
H -1.063 0.981 2.162
H -0.640 -0.368 -3.007
C 0.722 -0.025 1.457
H -1.615 -0.560 1.461
C -0.895 1.091 -0.005
H 0.889 -1.014 1.749
H 2.045 1.445 0.167
H -1.752 0.653 -0.570


Stability order, top to bottom: entry w, entry x


Entry w
17
Properties=species:S:1:pos:R:3 method="wB97M-V/def2-TZVPD" total_charge=+1 homo_energy_ha=-0.5068 homo_lumo_gap_ev=9.33
H 0.604 -1.432 0.681
H 2.208 -3.073 -0.147
C 0.885 -0.048 -0.771
H -2.267 2.440 -0.539
H 0.595 1.986 -1.037
H -0.934 1.266 -0.446
N -1.894 1.615 -0.067
S -2.151 -0.024 2.072
H -0.085 0.915 -2.282
C -2.493 1.103 0.951
H 3.134 -1.742 -0.957
C 1.227 -1.020 -0.022
C 0.318 1.027 -1.333
H -3.541 1.311 1.153
C 2.417 -1.971 -0.059
H -0.965 -0.470 1.932
H 2.943 -1.882 0.869


Entry x
17
Properties=species:S:1:pos:R:3 method="wB97M-V/def2-TZVPD" total_charge=+1 homo_energy_ha=-0.5393 smiles=C1CC[N+]2(C1)CS2 homo_lumo_gap_ev=10.12
H -1.939 0.935 -1.778
H 0.959 0.937 -1.102
C -1.987 0.105 -1.070
N -0.848 0.084 -0.179
H -0.161 2.166 -0.187
H 2.038 1.330 0.867
C -0.042 -1.266 0.067
H 1.678 -1.376 1.425
H -2.239 -0.795 -1.522
H 0.627 0.625 1.937
H -0.676 -1.957 0.558
S -2.345 0.443 0.710
C 1.292 -0.779 0.651
H 0.238 -1.602 -0.886
C 0.200 1.114 -0.239
H 2.081 -0.674 -0.178
C 1.123 0.710 0.929


Stability order, top to bottom: entry x, entry w